Below is a 12-piece molecular cluster, C37H85N11O12 overall, with properties calculated with ωB97M-V/def2-TZVPD.

Bonds (Å) are listed after each position.
Element x y z (Å)
1 C -2.82 0.49 4.76  N2 1.426, H6 1.090, H7 1.090, H8 1.090
2 N -3.73 1.46 4.26  C1 1.426, C3 1.415, C4 1.337
3 C -4.89 1.64 5.06  N2 1.415, H9 1.090, H10 1.090, H11 1.090
4 C -3.41 2.09 3.13  N2 1.337, O5 1.226, H12 1.101
5 O -4.02 3.09 2.77  C4 1.226
6 H -2.03 0.20 4.07  C1 1.090
7 H -3.29 -0.48 4.84  C1 1.090
8 H -2.36 0.86 5.68  C1 1.090
9 H -4.58 2.40 5.78  C3 1.090
10 H -5.75 1.99 4.49  C3 1.090
11 H -5.13 0.69 5.52  C3 1.090
12 H -2.55 1.69 2.56  C4 1.101
13 C -8.40 0.72 -0.51  N14 1.476, H18 1.090, H19 1.090, H20 1.090
14 N -7.84 -0.65 -0.59  C13 1.476, C15 1.401, C16 1.356
15 C -6.45 -0.71 -0.75  N14 1.401, H21 1.090, H22 1.090, H23 1.090
16 C -8.56 -1.74 -0.24  N14 1.356, O17 1.247, H24 1.101
17 O -8.08 -2.85 -0.54  C16 1.247
18 H -9.48 0.83 -0.58  C13 1.090
19 H -7.98 1.21 -1.39  C13 1.090
20 H -7.99 1.35 0.28  C13 1.090
21 H -6.13 0.13 -1.38  C15 1.090
22 H -5.75 -0.86 0.07  C15 1.090
23 H -6.40 -1.58 -1.41  C15 1.090
24 H -9.62 -1.54 -0.01  C16 1.101
25 C -4.87 -7.56 4.21  N26 1.427, H30 1.090, H31 1.090, H32 1.090
26 N -3.65 -6.96 3.77  C25 1.427, C27 1.474, C28 1.345
27 C -2.62 -7.98 3.50  N26 1.474, H33 1.090, H34 1.090, H35 1.090
28 C -3.51 -5.62 3.84  N26 1.345, O29 1.193, H36 1.101
29 O -2.50 -5.05 3.56  C28 1.193
30 H -5.53 -7.65 3.34  C25 1.090
31 H -5.31 -7.05 5.06  C25 1.090
32 H -4.70 -8.58 4.56  C25 1.090
33 H -3.00 -8.67 2.76  C27 1.090
34 H -1.65 -7.57 3.24  C27 1.090
35 H -2.43 -8.61 4.37  C27 1.090
36 H -4.33 -5.08 4.33  C28 1.101
37 C 7.84 5.47 4.83  N38 1.428, H42 1.090, H43 1.090, H44 1.090
38 N 6.42 5.41 4.96  C37 1.428, C39 1.455, C40 1.416
39 C 5.84 5.74 6.25  N38 1.455, H45 1.090, H46 1.090, H47 1.090
40 C 5.69 4.70 3.97  N38 1.416, O41 1.208, H48 1.101
41 O 4.52 4.43 4.14  C40 1.208
42 H 8.32 4.78 5.51  C37 1.090
43 H 7.92 6.52 5.12  C37 1.090
44 H 8.25 5.37 3.82  C37 1.090
45 H 4.83 6.14 6.20  C39 1.090
46 H 6.00 4.86 6.88  C39 1.090
47 H 6.54 6.45 6.70  C39 1.090
48 H 6.23 4.61 3.02  C40 1.101
49 C -6.37 3.66 -6.56  N50 1.423, H54 1.090, H55 1.090, H56 1.090
50 N -6.35 4.38 -5.33  C49 1.423, C51 1.472, C52 1.373
51 C -5.12 4.25 -4.54  N50 1.472, H57 1.090, H58 1.090, H59 1.090
52 C -7.28 5.29 -4.89  N50 1.373, O53 1.261, H60 1.101
53 O -7.14 5.92 -3.81  C52 1.261
54 H -7.33 3.90 -7.03  C49 1.090
55 H -6.23 2.58 -6.62  C49 1.090
56 H -5.62 4.05 -7.25  C49 1.090
57 H -5.03 4.48 -3.48  C51 1.090
58 H -4.86 3.19 -4.59  C51 1.090
59 H -4.28 4.72 -5.03  C51 1.090
60 H -8.16 5.37 -5.55  C52 1.101
61 C 0.34 -1.42 -0.09  N62 1.434, H66 1.090, H67 1.090, H68 1.090
62 N 0.39 -0.07 -0.57  C61 1.434, C63 1.404, C64 1.389
63 C 1.43 0.73 -0.08  N62 1.404, H69 1.090, H70 1.090, H71 1.090
64 C -0.41 0.39 -1.61  N62 1.389, O65 1.227, H72 1.101
65 O -0.28 1.47 -2.18  C64 1.227
66 H 0.09 -1.60 0.95  C61 1.090
67 H 1.16 -2.11 -0.30  C61 1.090
68 H -0.49 -1.92 -0.59  C61 1.090
69 H 2.26 0.63 -0.79  C63 1.090
70 H 1.13 1.77 -0.22  C63 1.090
71 H 1.66 0.58 0.97  C63 1.090
72 H -1.25 -0.27 -1.88  C64 1.101
73 C 8.87 -2.38 0.29  N74 1.470, H78 1.090, H79 1.090, H80 1.090
74 N 7.62 -2.87 -0.31  C73 1.470, C75 1.439, C76 1.337
75 C 6.41 -2.11 -0.29  N74 1.439, H81 1.090, H82 1.090, H83 1.090
76 C 7.48 -4.19 -0.48  N74 1.337, O77 1.252, H84 1.101
77 O 6.41 -4.80 -0.71  C76 1.252
78 H 8.87 -2.49 1.38  C73 1.090
79 H 9.21 -1.40 -0.03  C73 1.090
80 H 9.67 -3.05 -0.04  C73 1.090
81 H 6.57 -1.26 0.37  C75 1.090
82 H 6.25 -1.83 -1.34  C75 1.090
83 H 5.48 -2.66 -0.12  C75 1.090
84 H 8.50 -4.61 -0.43  C76 1.101
85 C -1.19 -6.97 -2.86  N86 1.480, H90 1.090, H91 1.090, H92 1.090
86 N -2.22 -7.87 -2.29  C85 1.480, C87 1.498, C88 1.283
87 C -3.41 -7.33 -1.56  N86 1.498, H93 1.090, H94 1.090, H95 1.090
88 C -2.03 -9.13 -2.35  N86 1.283, O89 1.229, H96 1.101
89 O -2.72 -10.03 -1.87  C88 1.229
90 H -1.60 -6.21 -3.51  C85 1.090
91 H -0.36 -7.48 -3.34  C85 1.090
92 H -0.81 -6.53 -1.93  C85 1.090
93 H -3.16 -6.70 -0.71  C87 1.090
94 H -3.97 -6.73 -2.28  C87 1.090
95 H -3.97 -8.20 -1.22  C87 1.090
96 H -1.11 -9.40 -2.90  C88 1.101
97 C 0.44 8.40 1.41  N98 1.483, H102 1.090, H103 1.090, H104 1.090
98 N 0.67 7.63 0.17  C97 1.483, C99 1.516, C100 1.323
99 C 0.27 6.17 0.34  N98 1.516, H105 1.090, H106 1.090, H107 1.090
100 C 1.21 8.03 -0.96  N98 1.323, O101 1.225, H108 1.101
101 O 1.20 7.26 -1.92  C100 1.225
102 H 0.84 7.78 2.22  C97 1.090
103 H -0.59 8.59 1.72  C97 1.090
104 H 0.88 9.40 1.43  C97 1.090
105 H 0.14 5.62 -0.59  C99 1.090
106 H 1.08 5.79 0.97  C99 1.090
107 H -0.70 6.07 0.83  C99 1.090
108 H 1.51 9.09 -0.85  C100 1.101
109 C -1.67 0.83 -8.94  N110 1.390, H114 1.090, H115 1.090, H116 1.090
110 N -1.18 0.05 -7.90  C109 1.390, C111 1.476, C112 1.341
111 C 0.23 0.34 -7.57  N110 1.476, H117 1.090, H118 1.090, H119 1.090
112 C -2.02 -0.77 -7.25  N110 1.341, O113 1.245, H120 1.101
113 O -1.72 -1.38 -6.21  C112 1.245
114 H -2.75 0.94 -8.90  C109 1.090
115 H -1.40 0.62 -9.97  C109 1.090
116 H -1.18 1.80 -9.06  C109 1.090
117 H 0.40 1.37 -7.25  C111 1.090
118 H 0.64 -0.33 -6.81  C111 1.090
119 H 0.66 0.14 -8.55  C111 1.090
120 H -3.03 -0.68 -7.68  C112 1.101
121 C 6.39 2.08 -4.30  N122 1.486, H126 1.090, H127 1.090, H128 1.090
122 N 6.42 2.89 -3.06  C121 1.486, C123 1.466, C124 1.340
123 C 5.18 3.64 -2.82  N122 1.466, H129 1.090, H130 1.090, H131 1.090
124 C 7.41 2.88 -2.16  N122 1.340, O125 1.263, H132 1.101
125 O 7.51 3.58 -1.12  C124 1.263
126 H 5.54 1.39 -4.27  C121 1.090
127 H 7.26 1.50 -4.61  C121 1.090
128 H 6.01 2.77 -5.05  C121 1.090
129 H 5.24 4.63 -3.27  C123 1.090
130 H 4.29 3.12 -3.17  C123 1.090
131 H 4.93 3.97 -1.81  C123 1.090
132 H 8.27 2.29 -2.50  C124 1.101
133 C 3.28 -3.28 4.86  C134 1.465, C137 1.562, H138 1.090, H139 1.090
134 C 3.63 -2.23 5.82  C133 1.465, C135 1.531, H140 1.090, H141 1.090
135 C 2.40 -2.28 6.73  C134 1.531, O136 1.445, H142 1.090, H143 1.090
136 O 2.13 -3.69 6.83  C135 1.445, C137 1.424
137 C 2.46 -4.37 5.62  C133 1.562, O136 1.424, H144 1.090, H145 1.090
138 H 4.10 -3.71 4.28  C133 1.090
139 H 2.58 -2.93 4.10  C133 1.090
140 H 3.88 -1.21 5.54  C134 1.090
141 H 4.48 -2.44 6.47  C134 1.090
142 H 1.54 -1.81 6.27  C135 1.090
143 H 2.40 -1.90 7.75  C135 1.090
144 H 1.59 -4.68 5.04  C137 1.090
145 H 3.10 -5.21 5.89  C137 1.090

* LUMO: 0.1019 eV
* gap between HOMO and LUMO: 9.11 eV
* energy above the lowest of the compared OMol25 structures with the same formula, charge and spin: 6.114 eV
* calculated total energy: -80701.8921 eV
* E_HOMO: -0.33120 Eh
* molecular weight: 876.15 g/mol
* SMILES string: CN(C)C=O.CN(C)C=O.CN(C)C=O.CN(C)C=O.CN(C)C=O.CN(C)C=O.CN(C)C=O.CN(C)C=O.CN(C)C=O.CN(C)C=O.CN(C)C=O.C1CCOC1